[1]
A molecular structure, C2MnO4 at a distorted geometry. Source: OMol25; level of theory: ωB97M-V/def2-TZVPD.

Each line ends with the natural charge from an NBO analysis.
Atoms and positions in Å:
C -2.5876 0.2121 0.6050  0.657
Mn -0.0855 0.1297 -1.1746  1.570
O 2.0266 -1.2058 0.4044  -0.605
O -0.0641 -0.1315 0.7503  -0.996
O -2.3937 0.3476 -0.5120  -0.648
O 1.6319 0.7306 -0.5537  -0.876
C 1.4724 -0.0827 0.4805  0.896

Cartesian forces (eV/Å) of the 3 atoms listed first:
-0.105 0.111 -0.470
-0.271 0.317 0.887
-0.092 2.844 2.813

Properties
Relative energy (zero: lowest compared OMol25 entry of this formula, charge and spin) ... 219.5 kJ/mol
Spin multiplicity ... 6
Total charge ... 0
Frontier orbital gap (alpha / beta) ... 7.21 / 7.16 eV
⟨S²⟩ ... 8.759

---

[2]
A molecular structure, C3H10NOS2 at a distorted geometry. Source: OMol25; level of theory: ωB97M-V/def2-TZVPD.

Each line ends with the natural charge from an NBO analysis.
Atoms and positions in Å:
H -1.5945 -2.1841 -0.1337  0.515
H -0.5573 2.5962 -1.1113  0.443
H -1.6984 1.4908 -1.0983  0.437
C 0.6370 -1.7698 0.4332  -0.741
S 1.8349 1.1311 -0.7827  0.051
N -0.8784 1.7963 -0.6018  -0.771
H 0.0062 0.1910 -1.8846  0.233
C -0.4871 -0.7586 0.3471  0.254
H -0.7973 1.5657 0.5325  0.388
H 1.5758 -1.3988 0.5085  0.257
O -1.5929 -1.1952 -0.2041  -0.689
H 1.6762 1.7290 0.5666  0.129
H 0.8239 -2.3261 -0.4952  0.245
H 0.7856 0.5753 1.8885  0.165
S -0.5530 0.3299 1.8284  0.090
C 0.0921 0.7077 -0.9876  -0.264
H 0.7272 -2.4805 1.1945  0.259

Cartesian forces (eV/Å) of the 3 atoms listed first:
-0.373 1.054 -0.216
0.245 1.350 0.572
-1.236 0.053 0.523

Properties
Relative energy (zero: lowest compared OMol25 entry of this formula, charge and spin) ... 297.2 kJ/mol
Spin multiplicity ... 1
Total charge ... +1
Frontier orbital gap ... 9.74 eV

---

[3]
6 unconnected molecules or ions with the total composition H13NO5 at a distorted geometry. Source: OMol25; level of theory: ωB97M-V/def2-TZVPD.

Each line ends with the natural charge from an NBO analysis.
Atoms and positions in Å:
O -1.1812 -3.0617 0.8044  -0.870
H 3.1750 -0.6314 -0.4569  0.456
H 2.5096 -1.0074 -2.0098  0.419
H 3.5020 1.1630 1.7848  0.502
H -2.9388 2.7044 -1.2380  0.469
O 2.9157 1.0622 1.0258  -0.964
H -2.5539 3.8874 -0.3019  0.469
H -2.7824 1.1882 1.3044  0.502
N 2.5118 -1.2330 -1.0071  -0.543
H 2.1040 0.6681 1.3728  0.474
O -2.1124 0.7775 0.7510  -0.980
H -2.0498 -0.1635 0.9468  0.486
H -0.7504 -2.2998 0.4050  0.469
H -0.4157 0.3412 -0.5779  0.519
O -0.3433 -0.6292 -0.5405  -0.820
H -1.7637 -3.4191 0.1282  0.483
H 0.6275 -0.6911 -0.4969  0.446
O -3.1996 3.5783 -0.9408  -0.936
H 2.7455 -2.2340 -0.9535  0.421

Cartesian forces (eV/Å) of the 3 atoms listed first:
0.160 0.031 0.239
-1.096 0.084 0.159
-0.613 0.496 0.230

Properties
Relative energy (zero: lowest compared OMol25 entry of this formula, charge and spin) ... 136.0 kJ/mol
Spin multiplicity ... 2
Total charge ... +1
Frontier orbital gap (alpha / beta) ... 9.54 / 2.67 eV
⟨S²⟩ ... 0.759

---

[4]
A molecular structure, C15H27F3GaN2O2S2 at a distorted geometry. Source: OMol25; level of theory: ωB97M-V/def2-TZVPD.

Each line ends with the natural charge from an NBO analysis.
Atoms and positions in Å:
H -1.2374 -5.6569 -0.4172  0.244
H -3.3594 2.7768 2.0352  0.220
H -4.1779 0.6023 -1.1138  0.155
F 4.2134 -2.6371 0.2685  -0.319
H -3.2260 -3.2172 0.1634  0.228
S -0.8985 3.9899 1.7660  -0.078
C -3.5692 -4.2490 0.2522  -0.616
C 3.6620 3.2508 -0.5531  -0.873
C -3.2431 0.2581 -0.6642  -0.081
H 5.0051 3.0584 2.2013  -0.333
C -2.1779 1.3407 -0.7329  -0.255
H 4.2674 4.1094 -0.8213  0.206
H 4.1041 -0.0833 2.1502  0.211
H -2.9409 -0.6139 -1.2268  0.209
H 2.1692 4.7696 -0.3451  0.197
H 1.0101 1.9719 -0.3856  0.207
O 2.2242 -1.2360 0.3733  -0.724
S -0.4351 3.7353 -1.1237  0.182
C -3.9900 0.8927 1.3680  -0.078
Ga 4.6670 2.1834 0.8891  0.826
H 1.4885 -0.6367 0.2165  0.460
C -1.1460 -3.8473 -1.4526  0.283
C -2.8991 1.9345 1.5369  -0.250
H -3.6558 -6.0665 -0.8927  0.202
H 6.0895 1.6989 0.2707  -0.341
C 4.5466 -1.4216 -0.0498  0.954
O -3.4737 -0.1941 0.6509  -0.519
C -3.2419 -5.0612 -0.9975  -0.377
C -1.3408 3.2739 0.3593  -0.063
H -1.5474 -5.7718 -2.1496  0.244
F 4.9040 -1.4677 -1.3360  -0.349
C -1.7359 -5.1736 -1.2582  -0.507
H 2.1194 3.5929 0.9424  0.209
H -4.8716 1.3292 0.8921  0.158
C 3.4022 -0.4294 0.1580  0.003
H 3.2564 0.1498 -0.7484  0.177
F 5.6233 -1.1099 0.5915  -0.306
H -4.6469 -4.2197 0.4159  0.211
H -3.7286 -4.6030 -1.8611  0.204
H 2.6158 0.7885 1.6691  0.195
C 2.2277 3.7071 -0.1293  -0.429
C 3.6133 0.4743 1.3636  -0.880
H -4.2804 0.6050 2.3689  0.193
H 3.6240 2.6117 -1.4355  0.182
H -2.1268 1.5064 2.1670  0.210
H 1.5558 2.6679 -1.8910  0.227
C 1.1929 2.9082 -0.9004  -0.481
H -3.1044 -4.6876 1.1373  0.204
H -2.2389 1.7353 -1.7373  0.228
N -0.6918 -2.8107 -1.5842  -0.322
H -1.2046 0.8581 -0.6542  0.199
N -2.3916 2.4132 0.2542  -0.445

Cartesian forces (eV/Å) of the 3 atoms listed first:
0.045 0.021 0.011
0.217 0.296 0.366
-0.223 0.209 0.096

Properties
Spin multiplicity ... 1
Total charge ... -1
Frontier orbital gap ... 6.87 eV

---

[5]
2 unconnected molecules or ions with the total composition C2H5NO at a distorted geometry. Source: OMol25; level of theory: ωB97M-V/def2-TZVPD.

Each line ends with the natural charge from an NBO analysis.
Atoms and positions in Å:
H -0.5274 -1.7932 -0.7412  0.197
N 0.6787 -0.3811 -0.0931  -0.284
O -2.2579 0.3184 0.0674  -0.927
H -1.5193 -0.1983 0.6152  0.450
C -0.2014 -1.2043 0.0993  -0.063
H -1.6973 1.0468 -0.1482  0.449
C 1.5984 0.4567 0.1292  -0.216
H 2.6603 0.2520 0.0150  0.209
H 1.2658 1.5030 0.0565  0.185

Cartesian forces (eV/Å) of the 3 atoms listed first:
-0.493 0.060 -0.462
0.637 -0.807 1.188
1.628 -1.788 1.844

Properties
Relative energy (zero: lowest compared OMol25 entry of this formula, charge and spin) ... 390.3 kJ/mol
Spin multiplicity ... 1
Total charge ... 0
Frontier orbital gap ... 9.25 eV

---

[6]
A molecular structure, C5H10Br3FN2P at a distorted geometry. Source: OMol25; level of theory: ωB97M-V/def2-TZVPD.

Each line ends with the natural charge from an NBO analysis.
Atoms and positions in Å:
H -2.2823 2.2974 1.0295  0.230
H 2.8199 -2.8861 -3.4408  0.236
H -0.6588 -0.8475 2.4886  0.297
H 0.0773 -0.4316 -0.0504  0.341
C -0.3484 0.5467 0.4664  -0.674
F -1.9086 -0.1809 -1.3523  -0.366
H 1.1427 2.9414 0.1611  0.014
C -1.4968 1.0276 -0.5998  0.204
N -2.5165 0.3201 1.7056  -0.463
Br 2.5896 -4.8127 -1.8716  0.112
H -3.7720 1.5295 0.1535  0.292
H -1.2617 1.9071 -1.3410  0.266
N 2.4829 0.8386 0.5265  -1.230
Br 0.9507 -2.0420 -2.0192  0.051
Br 4.1324 -2.0068 -1.5091  0.114
H -3.2621 0.0382 2.3919  0.478
C -2.6897 1.2936 0.5324  -0.284
H 2.2267 -0.0940 0.1280  0.373
P 1.1190 1.6920 0.8915  1.205
H 1.1976 1.9206 2.3376  -0.002
C 2.6472 -2.9307 -2.3605  -0.488
C -1.1892 -0.1204 1.7322  0.295

Cartesian forces (eV/Å) of the 3 atoms listed first:
-1.178 -1.708 -1.134
-0.170 0.026 0.472
-1.586 1.539 -1.342

Properties
Spin multiplicity ... 1
Total charge ... +1
Frontier orbital gap ... 6.10 eV

---

[7]
A molecular structure, C30H24AsF6LiNP2Te. Source: OMol25; level of theory: ωB97M-V/def2-TZVPD.

Each line ends with the natural charge from an NBO analysis.
Atoms and positions in Å:
H 3.1824 -1.5120 1.2272  0.237
H -3.1226 1.2869 -1.2102  0.233
H -5.1276 -3.0710 -0.4089  0.197
H -1.4043 -5.5770 -1.5106  0.218
H 2.2349 4.0301 4.4574  0.218
C 1.9237 4.3413 2.3601  -0.204
H -0.8660 3.5909 0.7493  0.219
C 1.1089 -2.0722 1.0953  -0.338
C 1.4074 2.3793 1.0705  -0.248
C 1.6353 3.7509 1.1449  -0.225
C -4.5958 -0.1864 -1.7397  0.035
C 1.5457 1.6022 2.2148  -0.252
H -2.9169 -2.1133 -3.5084  0.223
C -2.2181 -2.5667 -2.8206  -0.198
Li 2.9829 0.0335 -1.1667  0.833
C -3.5940 -1.7097 0.2622  -0.289
H -0.9229 -2.7419 1.2670  0.221
C -1.1383 3.4552 -0.2895  -0.140
H 2.0821 5.4075 2.4145  0.219
H 1.5187 -3.3096 4.7279  0.217
F 4.0730 0.7165 0.1414  -0.672
C -0.3889 -3.7441 -1.0987  -0.223
H -2.1130 3.0257 -3.9973  0.220
C -0.3577 2.6611 -1.1235  -0.351
C -3.5355 0.3114 -0.9971  -0.290
H 1.9443 1.5811 4.3101  0.218
F 6.7953 -0.2645 -1.8853  -0.591
As 5.5476 0.2593 -0.8370  2.813
H -5.0368 0.3927 -2.5399  0.196
C -2.6043 3.9494 -2.1282  -0.207
H -3.4761 4.4552 -2.5161  0.219
P 1.0550 1.6345 -0.5614  0.769
C -0.3562 -2.3702 -1.3147  -0.256
C -4.6483 -2.1109 -0.5494  0.045
F 4.4174 -1.0451 -1.4851  -0.670
F 4.8330 1.2622 -2.1035  -0.622
C 2.3367 -1.9546 1.7410  -0.201
C 2.0153 3.5682 3.5068  -0.202
C 0.0293 -2.6354 1.7718  -0.229
F 6.0127 -0.8321 0.4256  -0.600
C -1.2534 -1.7910 -2.2066  -0.229
C -1.8363 3.1502 -2.9603  -0.219
N -5.1432 -1.3669 -1.5196  -0.414
H -2.8434 4.7325 -0.1472  0.218
C 1.4049 -2.9654 3.7104  -0.210
P 0.9467 -1.3333 -0.5717  0.766
H -0.1045 1.8864 -3.1037  0.219
C -2.2883 -3.9239 -2.5505  -0.202
C -3.0237 -0.4702 0.0288  -0.196
C -1.3670 -4.5141 -1.6999  -0.212
C 2.4815 -2.4031 3.0442  -0.213
H 1.4504 0.5248 2.1582  0.222
C -2.2509 4.1045 -0.7965  -0.222
C 1.8434 2.1967 3.4282  -0.190
H -3.2410 -2.3544 1.0544  0.223
H 3.4340 -2.3007 3.5413  0.225
H -0.6605 -3.5256 3.5857  0.207
H -1.1866 -0.7283 -2.4065  0.216
Te -1.4692 0.3992 1.2507  0.653
C 0.1809 -3.0852 3.0701  -0.153
H 0.3518 -4.2022 -0.4577  0.224
C 0.0844 0.1844 -0.1485  -0.897
H 1.5814 4.3502 0.2461  0.220
F 6.4255 1.5708 -0.1723  -0.592
H -3.0596 -4.5226 -3.0098  0.219
C -0.7147 2.5111 -2.4607  -0.203

Cartesian forces (eV/Å) of the 3 atoms listed first:
0.043 -0.011 -0.002
-0.008 0.096 -0.038
0.053 -0.116 0.112

Properties
Spin multiplicity ... 2
Total charge ... 0
Frontier orbital gap (alpha / beta) ... 8.23 / 6.10 eV
⟨S²⟩ ... 0.757

---

[8]
A molecular structure, C13H24EuI2O4S2V at a distorted geometry. Source: OMol25; level of theory: ωB97M-V/def2-TZVPD.

Each line ends with the natural charge from an NBO analysis.
Atoms and positions in Å:
H 3.9046 1.0482 -0.9555  0.205
H -3.9947 0.6119 -2.6269  0.245
O -1.1135 5.0502 -1.6541  -0.286
C 2.4020 3.6027 -1.7327  0.406
H 3.4233 -0.0230 0.3882  0.210
H 5.1230 -0.0026 -0.1845  0.310
O 3.1001 4.4702 -1.4376  -0.280
C -3.4782 -1.0089 0.4088  -0.709
C -0.6189 4.0462 -1.9100  0.412
H -5.2112 -0.2987 -1.7035  0.326
V 0.0899 -1.2103 -0.9874  0.113
H -3.7778 -1.1275 -2.3455  0.221
H -4.5242 -1.1262 0.7400  0.322
C -1.8551 0.4381 3.8859  -0.069
C 0.6812 -0.6595 0.6597  0.531
C -4.1330 -0.1947 -1.8913  -0.696
O -1.6448 1.1171 2.6399  -0.748
H -0.6925 1.0754 2.4585  0.447
I -0.1867 -3.7526 0.6381  0.518
H 3.4950 -3.2098 -1.5827  0.240
H -2.8539 -0.7820 1.2847  0.252
Eu 0.6262 1.6619 -2.4494  1.521
I -1.0379 -3.3081 -2.0715  0.540
S -1.4318 0.3216 -1.2130  -0.026
H 4.9119 -2.6860 -0.6314  0.307
H -0.8735 -0.2555 5.6703  0.267
C 4.6188 -0.9399 -2.7742  -0.680
H -3.0842 1.6473 0.8779  0.279
H -4.7781 1.4919 0.3171  0.320
S 1.8884 -0.8601 -2.2188  -0.070
C -3.7270 1.4604 -0.0019  -0.717
C 3.7762 -1.0594 -1.5022  0.141
H 0.2100 -0.1490 4.2559  0.177
H -2.2347 -0.5640 3.6481  0.144
H 4.3119 -1.7001 -3.5072  0.250
H 5.6899 -1.0794 -2.5582  0.303
C -0.6300 0.3244 4.7705  -0.649
C 4.0638 0.0549 -0.5027  -0.668
O 1.0170 -0.2082 1.7044  -0.297
H -0.3124 1.3125 5.1072  0.242
H -3.5620 2.2712 -0.7216  0.231
H -3.1378 -1.9717 -0.0044  0.204
C -3.4033 0.1086 -0.5996  0.241
H 4.4907 0.0512 -3.2415  0.225
H -2.6534 0.9850 4.3996  0.220
H 3.2617 -2.5250 0.0351  0.204
C 3.8649 -2.4492 -0.8810  -0.678

Cartesian forces (eV/Å) of the 3 atoms listed first:
0.237 -0.255 0.123
-0.251 -0.179 0.198
1.889 -3.780 -0.983

Properties
Relative energy (zero: lowest compared OMol25 entry of this formula, charge and spin) ... 0.0 kJ/mol
Spin multiplicity ... 9
Total charge ... +4
Frontier orbital gap (alpha / beta) ... 3.58 / 3.97 eV
⟨S²⟩ ... 20.226

---

The evaluated total energy for the records listed, in turn: -1528.0612 -1046.3128 -438.3495 -3868.4652 -209.0737 -8468.8417 -5005.7223 -3855.1274 hartree.